Arrangement a

C3H11N2S | ωB97M-V with the def2-TZVPD basis set

Geometry as XYZ:
```
17
Properties=species:S:1:pos:R:3:nbo_charge:R:1
C -1.499 1.622 1.491 -0.7198
S -0.900 0.465 0.234 0.0655
C -1.948 -0.986 0.634 -0.7187
H -1.436 1.123 2.452 0.2288
H -0.873 2.510 1.487 0.2373
H -2.503 1.969 1.268 0.2306
H -2.058 -1.538 -0.294 0.2230
H -2.932 -0.661 0.960 0.2462
H -1.395 -1.569 1.357 0.2237
N 2.143 0.789 -1.310 -0.6738
C 2.302 -0.497 -1.233 0.4074
N 1.413 -1.365 -0.776 -0.7244
H 1.259 1.285 -1.303 0.4470
H 2.935 1.325 -1.638 0.4315
H 3.210 -0.886 -1.686 0.2284
H 1.829 -2.263 -0.574 0.4273
H 0.449 -1.324 -1.068 0.4401
```

Output
Spin multiplicity ... 1
Charge ... +1
HOMO level ... -12.11 eV
E_LUMO ... -4.1 eV

***

Arrangement b

C3H11N2S | ωB97M-V with the def2-TZVPD basis set

Geometry as XYZ:
```
17
Properties=species:S:1:pos:R:3:nbo_charge:R:1
C 2.485 -2.328 2.183 -0.4468
C -2.340 2.197 -1.045 -0.4115
C 0.841 -1.090 0.975 0.0601
N 1.808 -1.178 1.772 -0.4859
N -1.992 0.834 -1.415 -0.7513
S 0.203 0.401 0.478 -0.1775
H 2.912 -2.941 1.350 0.2382
H 3.317 -2.035 2.863 0.2457
H 1.815 -2.964 2.817 0.2282
H -2.842 2.249 -0.172 0.2218
H -1.284 2.635 -0.880 0.2147
H -2.837 2.743 -1.927 0.2331
H 0.286 -1.989 0.790 0.2170
H 2.051 -0.267 2.177 0.4271
H -2.832 0.247 -1.443 0.4172
H -1.449 0.725 -2.266 0.4185
H -1.093 0.395 -0.644 0.3513
```

Output
Spin multiplicity ... 1
Charge ... +1
HOMO level ... -13.16 eV
E_LUMO ... -3.4 eV

***

Most stable = arrangement a

***

Arrangement a

C3H11N2S | ωB97M-V with the def2-TZVPD basis set

Geometry as XYZ:
```
17
Properties=species:S:1:pos:R:3:nbo_charge:R:1
C -3.409 -1.360 -0.941 0.0410
N -2.684 -1.706 0.045 -0.6882
H -2.957 -0.801 -1.753 0.1789
H -4.460 -1.623 -1.026 0.1880
H -3.258 -2.244 0.700 0.3670
C 0.151 0.174 0.122 -0.2352
C 1.451 0.755 0.644 -0.5434
S 2.595 1.032 -0.756 0.0051
N -0.803 -0.063 1.256 -0.7003
H 0.265 -0.765 -0.407 0.2384
H -0.314 0.898 -0.545 0.2257
H 1.891 0.114 1.408 0.2224
H 1.282 1.725 1.113 0.2237
H 3.650 1.236 0.039 0.1512
H -1.601 -0.691 0.912 0.4671
H -1.168 0.811 1.613 0.4310
H -0.314 -0.595 1.967 0.4277
```

Output
Spin multiplicity ... 1
Charge ... +1
HOMO level ... -12.66 eV
E_LUMO ... -3.2 eV

***

Arrangement b

C3H11N2S | ωB97M-V with the def2-TZVPD basis set

Geometry as XYZ:
```
17
Properties=species:S:1:pos:R:3:nbo_charge:R:1
C 1.668 1.354 -2.218 -0.7570
S 0.321 1.516 -0.886 0.0963
C 1.464 1.310 0.643 -0.7178
H 2.552 2.073 -2.182 0.2468
H 1.970 0.390 -2.630 0.2300
H 1.239 1.863 -3.146 0.2474
H 1.056 1.556 1.605 0.2221
H 2.349 1.953 0.522 0.2492
H 1.631 0.223 0.703 0.1982
N -1.359 -2.640 0.858 -0.7146
C -2.255 -1.667 0.860 0.4243
N -1.931 -0.341 1.072 -0.7231
H -0.377 -2.380 0.709 0.4281
H -1.602 -3.586 1.149 0.4538
H -3.240 -1.980 0.711 0.2288
H -2.569 0.428 1.266 0.4549
H -0.917 -0.074 0.965 0.4327
```

Output
Spin multiplicity ... 1
Charge ... +1
HOMO level ... -12.12 eV
E_LUMO ... -4.4 eV

***

Most stable = arrangement a

***

Arrangement a

C3H6N2O2S | ωB97M-V with the def2-TZVPD basis set

Geometry as XYZ:
```
14
Properties=species:S:1:pos:R:3:nbo_charge:R:1
C 1.282 -1.490 -0.063 -0.6833
C 0.790 -0.077 -0.138 0.3443
C -2.946 0.512 -0.147 0.2540
H 2.270 -1.718 -0.791 0.2590
H 1.453 -1.771 1.257 0.2500
H 0.028 -2.380 -0.328 0.2285
H 2.620 0.631 0.185 0.3830
H 0.382 2.038 0.897 0.4394
H -3.970 0.042 -0.133 0.1152
N 1.687 0.889 -0.080 -0.3185
N -0.435 0.195 -0.179 -0.7427
O 1.275 2.246 -0.315 -0.4718
O -2.746 1.626 0.017 -0.4988
S -1.689 -0.743 -0.182 0.4417
```

Output
Spin multiplicity ... 1
HOMO level ... -8.22 eV
E_LUMO ... -0.4 eV

***

Arrangement b

C3H6N2O2S | ωB97M-V with the def2-TZVPD basis set

Geometry as XYZ:
```
14
Properties=species:S:1:pos:R:3:nbo_charge:R:1
C -2.726 1.309 0.011 0.6562
C -0.276 -2.660 0.776 -0.7417
C 3.696 1.288 -0.374 0.2895
N -2.167 1.739 -0.961 -0.7281
N -3.483 0.770 0.780 -0.7441
O -0.220 -1.693 -1.579 -0.9085
O 2.695 0.800 0.051 -0.4974
S -0.296 -1.331 -0.164 1.1926
H -0.206 -3.665 0.408 0.2348
H -0.300 -2.498 1.835 0.2244
H 4.680 0.806 -0.273 0.1046
H 3.708 2.260 -0.895 0.1035
H -1.201 1.711 -1.210 0.4111
H -3.904 1.164 1.595 0.4030
```

Output
Spin multiplicity ... 1
HOMO level ... -9.58 eV
E_LUMO ... 0.1 eV

***

Most stable = arrangement b

***

Arrangement a

C3H6N2O2S | ωB97M-V with the def2-TZVPD basis set

Geometry as XYZ:
```
14
Properties=species:S:1:pos:R:3:nbo_charge:R:1
C 1.026 1.633 0.134 0.1408
C 1.284 0.198 -0.082 -0.3255
C -0.450 -1.664 -0.182 -0.4342
N -0.111 2.049 0.367 -0.5551
N -0.005 -0.452 0.374 -0.6419
O -1.944 0.866 -1.179 -0.8631
O -1.904 0.622 1.641 -0.8590
S -1.206 0.731 0.407 2.1797
H 1.758 2.344 -0.087 0.2014
H 1.474 -0.109 -1.149 0.2438
H 1.794 -0.299 0.794 0.2692
H -0.915 -1.551 -1.210 0.2126
H 0.422 -2.314 -0.264 0.2080
H -1.224 -2.055 0.439 0.2232
```

Output
Spin multiplicity ... 1
HOMO level ... -9.96 eV
E_LUMO ... 0.4 eV

***

Arrangement b

C3H6N2O2S | ωB97M-V with the def2-TZVPD basis set

Geometry as XYZ:
```
14
Properties=species:S:1:pos:R:3:nbo_charge:R:1
C 0.313 1.454 0.057 -0.4473
N 0.274 0.039 -0.125 -0.1489
C -0.962 -0.624 -0.240 0.1753
N -2.099 0.008 -0.354 -0.1860
O -3.112 -0.944 -0.488 -0.5817
O 1.137 -0.697 0.795 -0.3531
C 2.416 -0.900 0.458 0.0436
S 3.191 -0.392 -0.882 -0.0539
H -0.134 1.805 0.998 0.1912
H 1.339 1.868 0.086 0.2280
H -0.252 1.983 -0.727 0.2429
H -1.063 -1.734 -0.244 0.2063
H -3.949 -0.506 -0.653 0.4808
H 2.901 -1.360 1.319 0.2028
```

Output
Spin multiplicity ... 1
HOMO level ... -8.81 eV
E_LUMO ... 0.2 eV
SMILES ... CN(/C=N/O)OC=S

***

Arrangement c

C3H6N2O2S | ωB97M-V with the def2-TZVPD basis set

Geometry as XYZ:
```
14
Properties=species:S:1:pos:R:3:nbo_charge:R:1
C 0.969 -1.492 -1.980 -0.2542
O 0.134 -1.253 -0.917 -0.4236
N -0.015 0.127 -0.792 -0.0940
C -0.434 0.294 0.483 0.1863
N -0.937 -0.632 1.280 -0.7619
C -0.453 1.680 0.870 0.2446
O -0.995 1.717 2.117 -0.6764
S 0.185 2.919 -0.179 -0.1013
H 1.951 -1.272 -1.777 0.1824
H 0.771 -0.581 -2.787 0.1801
H 0.550 -2.436 -2.331 0.2056
H -0.263 -1.442 1.029 0.4012
H -0.555 -0.321 2.447 0.3910
H -0.909 2.692 2.538 0.5201
```

Output
Spin multiplicity ... 1
HOMO level ... -8.54 eV
E_LUMO ... -0.7 eV
SMILES ... CO/N=C(\N)C(O)=S

***

Most stable = arrangement a

***

Arrangement a

C3H6N2O2S | ωB97M-V with the def2-TZVPD basis set

Geometry as XYZ:
```
14
Properties=species:S:1:pos:R:3:nbo_charge:R:1
N -0.809 1.679 0.178 -0.8320
C -1.236 0.365 -0.512 0.1652
C -2.129 -0.518 0.284 -0.3218
S -3.722 -0.479 0.234 0.1367
O -0.014 -0.456 -0.835 -0.4100
N 1.070 -0.275 -0.037 -0.2501
C 2.135 -0.940 -0.225 0.3302
O 3.187 -0.645 0.603 -0.6633
H 0.012 2.066 -0.425 0.3772
H -0.429 1.551 1.140 0.3766
H -1.564 0.633 -1.579 0.2230
H -1.581 -1.284 0.858 0.2136
H 2.156 -1.906 -0.672 0.1694
H 2.924 0.208 0.988 0.4851
```

Output
Spin multiplicity ... 1
HOMO level ... -9.05 eV
E_LUMO ... -0.6 eV
SMILES ... N[C@H](C=S)O/N=C/O

***

Arrangement b

C3H6N2O2S | ωB97M-V with the def2-TZVPD basis set

Geometry as XYZ:
```
14
Properties=species:S:1:pos:R:3:nbo_charge:R:1
C 2.531 -0.909 -0.169 -0.1133
N 1.350 -0.731 -0.609 -0.1029
O 0.441 -0.978 0.592 -0.4570
C -0.896 -0.882 0.191 0.3695
S -1.870 -2.250 -0.028 -0.2319
N -1.241 0.396 0.109 -0.1011
C -0.403 1.538 0.221 -0.4356
O -2.494 0.689 -0.399 -0.5452
H 3.321 -0.754 -0.940 0.2125
H 2.744 -1.275 0.855 0.2099
H 0.045 1.690 -0.790 0.2197
H 0.456 1.289 0.846 0.2375
H -1.034 2.402 0.599 0.2357
H -2.951 -0.225 -0.478 0.5022
```

Output
Spin multiplicity ... 1
HOMO level ... -8.58 eV
E_LUMO ... 0.6 eV
SMILES ... C=NOC(=S)N(C)O

***

Most stable = arrangement a

***

Arrangement a

C4H12NO3 | ωB97M-V with the def2-TZVPD basis set

Geometry as XYZ:
```
20
Properties=species:S:1:pos:R:3:nbo_charge:R:1
O -1.511 -1.304 -1.407 -0.5215
C -0.687 -0.467 -1.636 0.7666
O -0.707 0.299 -2.741 -0.6921
C 0.400 -0.019 -0.674 -0.1584
C 0.542 -0.958 0.503 -0.4328
C 1.948 -1.033 1.099 -0.6312
N 0.094 1.373 -0.256 -0.6774
H -1.593 0.353 -3.128 0.5222
H 1.268 -0.074 -1.280 0.2508
H 0.349 -1.983 0.192 0.2646
H -0.130 -0.683 1.311 0.2276
H 2.264 -0.182 1.714 0.2047
H 2.816 -1.191 0.455 0.2281
H 1.980 -1.874 1.777 0.2422
H 0.423 2.104 -0.888 0.4511
H 0.418 1.553 0.698 0.4482
H -0.934 1.493 -0.129 0.4800
H -2.648 0.325 1.000 0.5058
H -2.226 1.204 2.165 0.5094
O -2.066 1.064 1.226 -0.9880
```

Output
Spin multiplicity ... 1
Charge ... +1
HOMO level ... -14.98 eV
E_LUMO ... -3.4 eV

***

Arrangement b

C4H12NO3 | ωB97M-V with the def2-TZVPD basis set

Geometry as XYZ:
```
20
Properties=species:S:1:pos:R:3:nbo_charge:R:1
O -0.064 -2.357 0.955 -0.7266
C 0.286 -1.942 -0.383 0.7836
C 1.543 -0.969 -0.016 -0.3790
N 0.983 0.091 0.849 -0.5734
C 0.821 1.575 0.110 -0.1450
C -0.211 1.539 -0.887 -0.7674
O -0.192 -2.288 -1.407 -0.4688
H -0.911 -2.801 0.903 0.5059
H 2.176 -0.556 -0.976 0.2666
H 2.469 -1.475 0.540 0.2820
H 1.552 0.222 1.745 0.4549
H -0.069 -0.116 1.097 0.4705
H 0.479 2.119 1.014 0.2226
H 1.794 1.813 -0.220 0.2260
H -0.685 2.502 -1.240 0.2980
H 0.206 1.188 -1.819 0.2340
H -1.231 1.213 -0.714 0.3007
H -3.654 0.358 -0.021 0.4925
H -2.532 -0.534 0.114 0.4604
O -2.759 0.418 0.354 -0.9374
```

Output
Spin multiplicity ... 1
Charge ... +1
HOMO level ... -15.28 eV
E_LUMO ... -3.6 eV

***

Arrangement c

C4H12NO3 | ωB97M-V with the def2-TZVPD basis set

Geometry as XYZ:
```
20
Properties=species:S:1:pos:R:3:nbo_charge:R:1
C 2.203 0.915 0.160 -0.6110
C -2.282 0.662 -0.713 -0.4478
C 1.331 -0.350 -0.043 0.0277
C -0.090 0.169 0.303 0.7245
N -0.905 0.209 -0.688 -0.5076
O 1.455 -0.700 -1.376 -0.7268
O -1.172 -2.161 1.079 -0.9284
O -0.460 0.471 1.531 -0.6292
H 3.221 0.861 0.133 0.2417
H 1.974 1.309 1.221 0.1993
H 1.894 1.622 -0.523 0.2195
H -2.828 -0.033 -1.385 0.2502
H -2.511 0.954 0.363 0.2586
H -2.219 1.591 -1.241 0.2357
H 1.607 -1.102 0.641 0.2197
H -0.367 -0.127 -1.505 0.4592
H -1.391 -2.099 0.123 0.4586
H 2.373 -0.541 -1.762 0.5262
H -2.067 -2.156 1.398 0.4796
H 0.235 0.504 2.284 0.5502
```

Output
Spin multiplicity ... 1
Charge ... +1
HOMO level ... -15.34 eV
E_LUMO ... -3.2 eV

***

Most stable = arrangement a